An isolated ion of composition C11H16NO3 and charge +1. Source: the OMol25 dataset; level of theory: the ωB97M-V functional and the def2-TZVPD basis.

The geometry in ORCA input format:
```
! RIJCOSX wB97M-V def2-TZVPD def2/J DEFGRID3
* xyz 1 1
C 3.14558 -0.79565 1.04700
C 2.15322 0.00730 0.20187
C 1.73497 -0.75520 -1.04970
C 0.97938 0.03147 -2.09763
O -0.45215 0.10774 -1.84178
C -0.89419 0.79539 -0.80478
C -0.46854 2.10521 -0.53320
C -0.99086 2.77218 0.53190
N -1.91598 2.17653 1.30430
C -2.37193 0.93347 1.04539
C -1.89507 0.20677 -0.00755
C -2.43023 -1.16624 -0.29714
C -1.52787 -2.26989 0.22738
O -0.89918 -2.98236 -0.49314
O -1.55762 -2.43598 1.58379
H 3.07911 -0.51844 2.09579
H 2.93831 -1.85957 0.95999
H 4.16637 -0.60492 0.72520
H 2.54949 0.99165 -0.04772
H 1.26615 0.18958 0.82037
H 1.15761 -1.64201 -0.78913
H 2.63315 -1.12261 -1.55156
H 1.04222 -0.47307 -3.05585
H 1.38651 1.03229 -2.24583
H 0.26624 2.58659 -1.15762
H -0.69772 3.77975 0.77834
H -2.28286 2.68472 2.09626
H -3.12375 0.55243 1.71976
H -2.51932 -1.30933 -1.36938
H -3.41638 -1.25766 0.15304
H -1.05465 -1.76017 2.05163
*
```

As for the SMILES: CCCCOc1cc[nH+]cc1CC(=O)O. For the lowest unoccupied orbital energy, the calculation gives -4.3 eV. The calculation puts the HOMO energy at -13.72 eV. The value obtained for the energy above the lowest of the compared OMol25 structures with the same formula, charge and spin is 0.0 kJ/mol. The calculation puts the total energy at -19292.74870 eV.


A 2-piece molecular cluster, C11H16NO3 overall. Source: the OMol25 dataset; level of theory: the ωB97M-V functional and the def2-TZVPD basis.

The geometry in ORCA input format:
```
! RIJCOSX wB97M-V def2-TZVPD def2/J DEFGRID3
* xyz 1 1
C -0.69651 3.87001 -0.80202
C 0.41219 3.72706 -0.04055
C -1.17229 2.83246 -1.53111
C 0.85608 2.40450 0.08757
C -0.64511 1.61317 -1.48152
C 1.00560 -0.68939 1.09731
C -0.44025 -0.91694 1.49425
C -1.12805 -1.28945 0.18061
C 0.97437 -0.62654 -0.37033
C 2.29580 -0.61297 -0.99327
C -1.73774 -2.71481 0.09891
N 0.42314 1.39726 -0.72672
O -0.13099 -1.16124 -0.88104
O -1.11952 0.19902 1.98452
O -1.25882 -3.64851 1.02461
H -1.25312 4.74076 -0.93890
H 0.55771 4.64593 0.49613
H -2.03359 2.84231 -2.26002
H 1.61826 2.05459 0.77815
H -1.09202 0.75274 -2.03970
H 1.41767 0.18142 1.59199
H 1.61656 -1.49752 1.48781
H -0.57846 -1.69948 2.27302
H -1.97658 -0.51671 0.01915
H 2.70356 0.37679 -0.89738
H 2.36681 -0.90906 -2.12620
H 2.95137 -1.33906 -0.54227
H -1.67405 -3.09625 -0.96096
H -2.75574 -2.44426 0.39380
H -0.58000 0.69798 2.71010
H -1.99012 -3.96715 1.51705
*
```

For the lowest unoccupied orbital energy, the calculation gives -3.3 eV. The calculation puts the HOMO energy at -13.65 eV. The value obtained for the energy above the lowest of the compared OMol25 structures with the same formula, charge and spin is 231.6 kJ/mol. The calculation puts the total energy at -19290.34799 eV.


An isolated ion of composition C11H16NOS and charge +1. Source: the OMol25 dataset; level of theory: the ωB97M-V functional and the def2-TZVPD basis.

The geometry in ORCA input format:
```
! RIJCOSX wB97M-V def2-TZVPD def2/J DEFGRID3
* xyz 1 1
C 2.80555 -0.08924 2.82918
C 2.41248 1.08831 2.19609
C 2.04708 -1.20689 2.75578
C 1.27462 1.07042 1.39991
C 0.84358 -1.27933 2.02044
C 0.48336 -0.13774 1.25207
C 0.32304 -2.57514 -1.43051
C -0.46809 -1.79504 -2.41755
C 0.17842 -1.06045 -1.30751
C -2.19643 1.81337 0.45635
C -1.14944 1.74943 -1.70155
N -1.14286 1.22265 -0.36065
O 0.10229 -2.37438 1.82699
S -0.85228 -0.37132 0.05801
H 3.74438 -0.21895 3.32581
H 3.17970 1.86335 2.25653
H 2.31085 -2.09657 3.28411
H 0.81963 1.98038 1.01575
H 0.58960 -3.18484 1.97684
H -0.13460 -3.24399 -0.68878
H 1.32620 -2.73388 -1.78436
H -0.13546 -1.80502 -3.54570
H -1.48958 -2.15120 -2.29134
H 1.18989 -0.53799 -1.48880
H -3.23559 1.43976 0.18806
H -1.84451 1.69468 1.49048
H -2.33497 2.84315 0.20137
H -0.24421 1.40290 -2.31468
H -2.08051 1.42026 -2.32594
H -1.11330 2.77087 -1.83328
*
```

For the lowest unoccupied orbital energy, the calculation gives -3.1 eV. The calculation puts the HOMO energy at -12.47 eV. The value obtained for the energy above the lowest of the compared OMol25 structures with the same formula, charge and spin is 243.1 kJ/mol. The calculation puts the total energy at -26029.56162 eV.


A 2-piece molecular cluster, C11H16O overall. Source: the OMol25 dataset; level of theory: the ωB97M-V functional and the def2-TZVPD basis.

The geometry in ORCA input format:
```
! RIJCOSX wB97M-V def2-TZVPD def2/J DEFGRID3
* xyz 0 1
C 3.94065 1.83568 -0.84409
C 3.65291 1.27665 0.17130
C -2.43389 -0.13219 -0.10016
C -1.55981 -0.91082 -1.12736
C -1.70995 0.68095 1.02979
C 0.26850 -0.26751 0.23449
C -0.37698 -1.40751 -0.36259
C -0.21908 1.00914 0.76120
C -0.40873 -2.87499 0.24009
C 1.04032 -0.93871 -0.83039
C 0.29471 2.36845 0.41432
O 0.56051 0.19426 1.54487
H 3.86747 2.39859 -1.64602
H -2.96220 0.65773 -0.59863
H -3.24272 -0.60892 0.38611
H -2.21953 -1.68831 -1.44875
H -1.34494 -0.21749 -2.03908
H -2.11606 1.60934 1.18872
H -1.64341 0.11037 1.93412
H 0.34924 -3.52470 -0.15231
H -1.40150 -3.37712 0.28613
H -0.10937 -2.64656 1.34730
H 1.92460 -1.62148 -0.56435
H 3.49318 0.61494 1.00257
H 1.25896 -0.43680 -1.74771
H -0.00074 2.96983 1.18162
H -0.28522 2.50141 -0.57341
H 1.38306 2.42578 0.31219
*
```

As for the SMILES: C[C@@]12CCC[C@@]3(C)O[C@@]13C2.C#C. For the lowest unoccupied orbital energy, the calculation gives 0.9 eV. The calculation puts the HOMO energy at -9.23 eV. The value obtained for the energy above the lowest of the compared OMol25 structures with the same formula, charge and spin is 627.7 kJ/mol. The calculation puts the total energy at -13707.76068 eV.


One molecule with the formula C11H16O3S. Source: the OMol25 dataset; level of theory: the ωB97M-V functional and the def2-TZVPD basis.

The geometry in ORCA input format:
```
! RIJCOSX wB97M-V def2-TZVPD def2/J DEFGRID3
* xyz 0 1
C -0.25588 0.19708 -1.93569
C -0.40115 -1.12908 -2.03071
C -0.54763 0.72378 -0.66540
C -0.71262 1.64834 3.47711
C 0.56409 0.90588 3.07648
C -1.96500 1.60606 2.57784
C 0.27168 -0.51786 2.65012
C -2.06918 0.15875 1.87470
C -0.72690 -0.28286 1.52504
C 2.32052 -0.59577 -4.36697
C 1.82100 -1.89022 -3.77793
O -0.82924 1.77004 -0.19517
O -0.66812 -3.15146 -3.70110
O -0.27880 -0.39704 0.28325
S -0.11926 -1.78886 -3.71600
H -0.07145 0.91974 -2.59943
H -0.98696 1.29555 4.48228
H -0.57190 2.69757 3.62630
H 1.04268 1.24555 2.10937
H 1.31445 0.89029 3.86350
H -2.80548 1.79230 3.08432
H -1.89204 2.32819 1.83350
H 1.15496 -1.04820 2.31813
H -0.16785 -1.09405 3.46972
H -2.58505 -0.63801 2.48353
H -2.56113 0.25442 0.98192
H 2.24185 0.21264 -3.56361
H 3.41224 -0.83760 -4.50235
H 1.77322 -0.31468 -5.36089
H 2.28007 -2.16448 -2.93034
H 2.01885 -2.79605 -4.37150
*
```

For the lowest unoccupied orbital energy (alpha / beta), the calculation gives -1.5 / -1.5 eV. The calculation puts the HOMO energy (alpha / beta) at -6.93 / -6.93 eV. The value obtained for the energy above the lowest of the compared OMol25 structures with the same formula, charge and spin is 712.1 kJ/mol. The calculation puts the total energy at -28637.46085 eV.


C11H17B2CuN7 as an isolated structure. Source: the OMol25 dataset; level of theory: the ωB97M-V functional and the def2-TZVPD basis.

The geometry in ORCA input format:
```
! RIJCOSX wB97M-V def2-TZVPD def2/J DEFGRID3
* xyz 0 2
H 0.87694 2.96526 0.38105
N 0.50133 1.58943 -1.16544
B 0.16187 0.33485 -3.37891
N 0.50505 1.61174 -2.55482
C 0.87941 2.82463 -2.96382
Cu 0.30324 -0.00185 -0.10404
H 0.94916 2.91606 -4.05383
C 1.08721 3.61618 -1.84674
H 1.40281 4.64419 -1.84472
C 0.82604 2.80496 -0.71203
H 0.22472 0.48960 -4.51812
C -0.68819 -1.32807 0.92326
H -0.57297 -1.18210 1.96809
H 0.04431 -2.13999 0.70419
H -1.60694 -1.74735 0.58658
N -1.24688 -0.05482 -2.89388
N 1.12198 -0.76431 -2.84308
N -1.46109 -0.17902 -1.54071
N 1.20738 -0.98475 -1.48752
C -2.40435 -0.24404 -3.55336
C 2.01582 -1.54368 -3.47772
H -2.35380 -0.14741 -4.62201
H 2.07518 -1.42669 -4.56765
C -3.38879 -0.54766 -2.61161
C 2.65851 -2.33573 -2.51104
C -2.73766 -0.50679 -1.35555
C 2.09601 -1.95123 -1.25654
H -4.41253 -0.77917 -2.80644
H 3.41079 -3.07572 -2.68350
H -3.11650 -0.70463 -0.34586
H 2.28059 -2.29023 -0.23067
H -1.10780 -0.23236 0.83263
B 1.05172 0.27483 4.01012
C 1.43248 0.39884 2.45811
N 1.64672 0.49476 1.32489
H 0.01940 0.91875 4.17853
H 1.99903 0.77317 4.55489
H 0.90439 -0.90075 4.29924
*
```

For the lowest unoccupied orbital energy (alpha / beta), the calculation gives 0.4 / -1.8 eV. As for the expectation value of S²: 0.7542. The calculation puts the HOMO energy (alpha / beta) at -9.36 / -9.35 eV. The calculation puts the total energy at -68104.13355 eV.


Repeat the sixth record exactly.
C11H17B2CuN7 as an isolated structure. Source: the OMol25 dataset; level of theory: the ωB97M-V functional and the def2-TZVPD basis.

The geometry in ORCA input format:
```
! RIJCOSX wB97M-V def2-TZVPD def2/J DEFGRID3
* xyz 0 2
H 0.87694 2.96526 0.38105
N 0.50133 1.58943 -1.16544
B 0.16187 0.33485 -3.37891
N 0.50505 1.61174 -2.55482
C 0.87941 2.82463 -2.96382
Cu 0.30324 -0.00185 -0.10404
H 0.94916 2.91606 -4.05383
C 1.08721 3.61618 -1.84674
H 1.40281 4.64419 -1.84472
C 0.82604 2.80496 -0.71203
H 0.22472 0.48960 -4.51812
C -0.68819 -1.32807 0.92326
H -0.57297 -1.18210 1.96809
H 0.04431 -2.13999 0.70419
H -1.60694 -1.74735 0.58658
N -1.24688 -0.05482 -2.89388
N 1.12198 -0.76431 -2.84308
N -1.46109 -0.17902 -1.54071
N 1.20738 -0.98475 -1.48752
C -2.40435 -0.24404 -3.55336
C 2.01582 -1.54368 -3.47772
H -2.35380 -0.14741 -4.62201
H 2.07518 -1.42669 -4.56765
C -3.38879 -0.54766 -2.61161
C 2.65851 -2.33573 -2.51104
C -2.73766 -0.50679 -1.35555
C 2.09601 -1.95123 -1.25654
H -4.41253 -0.77917 -2.80644
H 3.41079 -3.07572 -2.68350
H -3.11650 -0.70463 -0.34586
H 2.28059 -2.29023 -0.23067
H -1.10780 -0.23236 0.83263
B 1.05172 0.27483 4.01012
C 1.43248 0.39884 2.45811
N 1.64672 0.49476 1.32489
H 0.01940 0.91875 4.17853
H 1.99903 0.77317 4.55489
H 0.90439 -0.90075 4.29924
*
```

For the lowest unoccupied orbital energy (alpha / beta), the calculation gives 0.4 / -1.8 eV. As for the expectation value of S²: 0.7542. The calculation puts the HOMO energy (alpha / beta) at -9.36 / -9.35 eV. The calculation puts the total energy at -68104.13355 eV.


Copy entry 1 word for word.
An isolated ion of composition C11H16NO3 and charge +1. Source: the OMol25 dataset; level of theory: the ωB97M-V functional and the def2-TZVPD basis.

The geometry in ORCA input format:
```
! RIJCOSX wB97M-V def2-TZVPD def2/J DEFGRID3
* xyz 1 1
C 3.14558 -0.79565 1.04700
C 2.15322 0.00730 0.20187
C 1.73497 -0.75520 -1.04970
C 0.97938 0.03147 -2.09763
O -0.45215 0.10774 -1.84178
C -0.89419 0.79539 -0.80478
C -0.46854 2.10521 -0.53320
C -0.99086 2.77218 0.53190
N -1.91598 2.17653 1.30430
C -2.37193 0.93347 1.04539
C -1.89507 0.20677 -0.00755
C -2.43023 -1.16624 -0.29714
C -1.52787 -2.26989 0.22738
O -0.89918 -2.98236 -0.49314
O -1.55762 -2.43598 1.58379
H 3.07911 -0.51844 2.09579
H 2.93831 -1.85957 0.95999
H 4.16637 -0.60492 0.72520
H 2.54949 0.99165 -0.04772
H 1.26615 0.18958 0.82037
H 1.15761 -1.64201 -0.78913
H 2.63315 -1.12261 -1.55156
H 1.04222 -0.47307 -3.05585
H 1.38651 1.03229 -2.24583
H 0.26624 2.58659 -1.15762
H -0.69772 3.77975 0.77834
H -2.28286 2.68472 2.09626
H -3.12375 0.55243 1.71976
H -2.51932 -1.30933 -1.36938
H -3.41638 -1.25766 0.15304
H -1.05465 -1.76017 2.05163
*
```

As for the SMILES: CCCCOc1cc[nH+]cc1CC(=O)O. For the lowest unoccupied orbital energy, the calculation gives -4.3 eV. The calculation puts the HOMO energy at -13.72 eV. The value obtained for the energy above the lowest of the compared OMol25 structures with the same formula, charge and spin is 0.0 kJ/mol. The calculation puts the total energy at -19292.74870 eV.